Formula: C4H12
Source: the Open Molecules 2025 dataset
Level of theory: wB97M-V/def2-TZVPD

The geometry in XYZ format:
```
16
Properties=species:S:1:pos:R:3:lowdin_charge:R:1
C 0.55 0.59 -1.78 -0.18
C 1.33 -0.46 -2.53 -0.18
H 0.59 1.61 -2.19 0.06
H -0.59 0.42 -1.86 0.08
H 0.65 0.42 -0.70 0.04
H 1.14 -1.42 -2.06 0.06
H 2.33 -0.06 -2.53 0.06
H 0.95 -0.76 -3.50 0.05
C -0.30 0.31 2.21 -0.21
C -1.54 -0.50 1.94 -0.16
H 0.31 0.03 3.13 0.07
H 0.54 0.36 1.51 0.03
H -0.52 1.36 2.53 0.08
H -1.42 -1.32 1.25 0.06
H -2.33 0.20 1.61 0.07
H -1.68 -0.78 2.98 0.07
```

Values from the calculation:
**Lowest unoccupied orbital energy**: 1.07 eV
**HOMO**: -11.14 eV
**Relative energy (zero: lowest compared OMol25 entry of this formula, charge and spin)**: 1.121 eV
**SMILES string**: CC.CC

---

Formula: C23H20FFeN3O4SSe2Te2
Source: the Open Molecules 2025 dataset
Level of theory: wB97M-V/def2-TZVPD

The geometry in XYZ format:
```
57
Properties=species:S:1:pos:R:3:lowdin_spin:R:1
Fe -1.44 2.06 0.25 2.17
C 2.54 -2.82 0.69 0.00
C 3.01 -2.31 -0.68 0.00
C 2.06 -2.81 -1.77 0.00
C 4.40 -2.91 -0.97 0.00
C 3.03 -0.78 -0.64 0.00
C 4.22 -0.06 -0.67 0.06
C 4.23 1.33 -0.67 0.01
C 3.03 2.00 -0.58 0.02
S 2.75 3.72 -0.63 0.10
C 1.01 3.39 -0.45 0.23
N 0.72 2.09 -0.35 0.20
C 1.81 1.30 -0.47 0.02
C 1.83 -0.09 -0.53 0.05
C 0.03 4.40 -0.42 0.05
C 0.32 5.75 -0.70 0.09
C -0.68 6.69 -0.66 0.01
C -1.98 6.32 -0.33 0.11
C -2.27 4.98 -0.06 0.01
C -1.29 4.01 -0.10 -0.01
H 2.39 -3.90 0.67 0.00
H 1.61 -2.35 0.97 0.00
H 3.27 -2.58 1.46 0.00
H 2.09 -3.90 -1.83 0.00
H 2.35 -2.41 -2.74 0.00
H 1.04 -2.51 -1.58 0.00
H 4.32 -3.99 -1.03 0.00
H 5.11 -2.67 -0.18 0.00
H 4.78 -2.53 -1.92 0.00
H 5.18 -0.56 -0.71 0.01
H 5.16 1.88 -0.73 0.00
H 0.89 -0.61 -0.52 0.00
H 1.34 6.03 -0.94 0.01
H -0.46 7.73 -0.88 0.00
H -2.76 7.06 -0.27 0.01
H -3.30 4.73 0.20 0.00
Se -1.74 1.74 -2.07 0.04
Te -3.76 1.76 -0.61 -0.04
Te -3.13 2.24 2.07 0.22
Se -0.67 2.44 2.40 0.58
F -5.24 -2.46 3.40 0.00
C -4.62 -2.76 2.23 0.00
C -3.35 -2.30 2.03 0.00
N -2.63 -2.64 0.90 0.00
C -1.24 -2.27 0.79 0.00
C -0.95 -0.79 1.16 0.01
O -0.09 -0.55 1.98 0.04
O -1.66 0.04 0.52 0.01
C -3.18 -3.43 -0.08 0.00
O -2.57 -3.81 -1.06 0.00
N -4.49 -3.80 0.14 0.00
C -5.29 -3.59 1.28 0.00
O -6.39 -4.13 1.36 0.00
H -2.87 -1.65 2.74 0.00
H -0.95 -2.42 -0.26 0.00
H -0.63 -2.91 1.43 0.00
H -4.91 -4.37 -0.58 0.00
```

Values from the calculation:
**Expectation value of S²**: 6.2015
**Lowest unoccupied orbital energy (spin up / spin down)**: 4.08 / 3.89 eV
**Net charge**: -2
**HOMO (spin up / spin down)**: 0.99 / -1.25 eV
**Multiplicity**: 5